{"formula": "C14H19BBr2F3NO7", "method": "ωB97M-V/def2-TZVPD", "species": ["C", "C", "Br", "C", "Br", "C", "C", "C", "C", "O", "C", "O", "N", "C", "O", "C", "B", "O", "O", "H", "H", "H", "H", "H", "H", "H", "H", "H", "H", "H", "H", "H", "H", "C", "C", "O", "C", "O", "C", "F", "F", "F", "H", "H", "H", "H", "H"], "xyz": [[3.51814, 2.63957, -0.54668], [2.41719, 1.64428, -0.71969], [1.27393, 1.48556, 0.79544], [2.18392, 0.87995, -1.78217], [3.40204, 1.02910, -3.22360], [1.05118, -0.08713, -1.95608], [0.16569, 0.32017, -3.18232], [-1.35303, 0.52021, -2.98050], [-1.81621, 0.70901, -1.55124], [-1.74167, -0.48114, -0.73859], [-2.30512, -1.59553, -1.24668], [-3.42837, -1.67177, -1.64521], [0.50481, -0.64647, -4.24156], [1.56029, -1.46170, -3.85021], [2.36337, -1.97207, -4.58891], [1.45279, -1.53338, -2.34251], [2.50990, -2.32409, -1.47517], [3.64962, -1.72046, -1.04576], [2.29564, -3.64005, -1.11886], [4.45737, 2.13092, -0.32285], [3.63895, 3.23499, -1.45043], [3.29365, 3.31003, 0.27803], [0.53014, -0.16615, -1.01032], [0.54381, 1.28959, -3.51728], [-1.63287, 1.43605, -3.50489], [-1.90248, -0.27950, -3.48009], [-1.17457, 1.43394, -1.05047], [-2.82961, 1.11021, -1.52318], [-1.62855, -2.45943, -1.20394], [0.65813, -0.24802, -5.15840], [0.50012, -2.07337, -2.23263], [4.01784, -2.20157, -0.29542], [1.38768, -3.83152, -0.87122], [-3.80947, -0.57994, 4.74924], [-3.30318, 0.70155, 4.12897], [-2.00960, 1.07096, 4.66494], [-0.96681, 0.45282, 4.13653], [-0.98163, -0.37188, 3.27113], [0.33144, 0.99290, 4.78090], [0.20443, 1.07886, 6.10827], [0.61298, 2.21326, 4.30592], [1.35784, 0.19574, 4.50664], [-3.84083, -0.49147, 5.83518], [-4.81532, -0.79016, 4.38652], [-3.16679, -1.42007, 4.49038], [-3.94713, 1.54262, 4.37392], [-3.22965, 0.62463, 3.04487]], "gap_ev": 9.34, "e_homo_ev": -9.036, "relative_energy_kcal_mol": 0.0, "spin_multiplicity": 1, "smiles": "C/C(Br)=C(\\Br)[C@H]1[C@H](CCOC=O)NC(=O)[C@H]1B(O)O.CCOC(=O)C(F)(F)F", "lumo_energy_ev": 0.3}